No. 1
ORCA calculation (the ωB97M-V functional and the def2-TZVPD basis) on a structure of composition C44H48N2O3P2PdS2.

Values from the calculation:
- E_LUMO (eV) = 0.561
- frontier orbital gap (Ha) = 0.231
- HOMO (eV) = -5.74
- multiplicity = 1

```
102
Properties=species:S:1:pos:R:3:forces:R:3:lowdin_charge:R:1
Pd 0.0214 0.7453 0.4108 1.4 -0.4 -0.2 0.1138
O -1.2473 -1.9150 2.3036 -0.2 -0.1 -0.1 -0.5122
S -0.5920 -1.3252 3.4960 -0.1 0.1 0.0 0.9157
C -1.4571 0.2438 3.9226 0.2 0.0 0.0 -0.3068
C -1.6682 1.2178 2.7626 0.0 -0.2 -0.4 -0.2467
C -2.8294 0.7550 1.8687 0.2 0.0 -0.1 -0.2492
C -2.9654 1.5345 0.5595 0.2 -0.2 -0.1 -0.3109
S -2.9877 0.4347 -0.9217 -0.5 0.1 0.3 0.9634
O -1.8734 -0.5375 -0.7446 0.2 0.1 0.1 -0.5356
C -4.4712 -0.4639 -0.4189 0.0 0.0 -0.1 -0.3835
C -5.7243 0.0895 -0.6396 0.0 0.0 0.0 -0.0946
C -6.8566 -0.6066 -0.2430 0.0 0.0 0.0 -0.0876
C -6.7289 -1.8511 0.3628 0.0 0.0 0.0 -0.0890
C -5.4708 -2.4061 0.5569 0.0 0.0 0.0 -0.0683
C -4.3341 -1.7144 0.1593 0.1 -0.1 0.0 -0.0697
C -1.2405 -2.2449 4.9056 0.2 0.1 0.0 -0.3846
C -0.6080 -2.1697 6.1379 0.0 0.0 0.0 -0.0872
C -1.1190 -2.8896 7.2092 0.0 0.0 0.0 -0.0840
C -2.2479 -3.6789 7.0364 -0.1 0.0 0.0 -0.0880
C -2.8679 -3.7537 5.7948 0.1 0.0 0.0 -0.0732
C -2.3592 -3.0389 4.7195 0.0 -0.1 0.0 -0.0702
H -0.8191 0.6964 4.6868 -0.1 -0.1 0.1 0.0890
H -2.4089 -0.0441 4.3709 -0.1 0.1 0.0 0.0952
H -0.7397 1.3178 2.1239 -0.4 0.0 0.6 0.0441
H -1.8508 2.2063 3.1911 0.0 0.1 -0.1 0.1137
H -3.7746 0.7864 2.4160 0.0 0.0 0.0 0.1224
H -2.6136 -0.2885 1.6310 -0.1 0.0 0.0 0.0622
H -2.0848 2.1564 0.3615 0.0 0.1 0.0 0.0550
H -3.8643 2.1519 0.5123 0.0 0.0 -0.1 0.0897
H -5.8157 1.0582 -1.1207 0.0 0.0 0.0 0.1079
H -7.8381 -0.1841 -0.4172 0.0 0.0 0.0 0.1016
H -7.6136 -2.3869 0.6829 0.0 0.0 0.0 0.1004
H -5.3731 -3.3834 1.0131 0.0 0.0 0.0 0.1048
H -3.3383 -2.1276 0.2852 0.0 0.0 0.0 0.1079
H 0.2817 -1.5599 6.2547 0.0 0.0 0.0 0.1096
H -0.6371 -2.8392 8.1776 0.0 0.0 0.0 0.1032
H -2.6468 -4.2407 7.8721 0.0 0.0 0.0 0.1017
H -3.7487 -4.3702 5.6667 0.0 0.0 0.0 0.1041
H -2.8021 -3.0964 3.7322 0.0 0.0 0.0 0.1072
N 2.8276 -0.1150 -0.1271 0.0 0.1 0.1 -0.3835
P 1.9732 -0.5584 1.2925 -0.3 -0.1 -0.2 0.9037
C 3.2936 -0.3530 2.5626 -0.1 0.0 0.0 -0.3599
C 4.4895 -1.0730 2.5203 0.0 0.1 0.0 -0.1045
C 5.4724 -0.8613 3.4743 0.0 0.0 0.0 -0.0832
C 5.2741 0.0754 4.4826 0.0 0.0 0.0 -0.0925
C 4.0924 0.7985 4.5317 0.0 0.0 0.0 -0.0898
C 3.1084 0.5835 3.5739 0.0 0.0 0.0 -0.1050
C 1.9027 -2.3899 1.1915 -0.1 0.1 0.1 -0.3650
C 2.0760 -3.2084 2.3073 0.1 0.0 -0.1 -0.1223
C 1.7999 -4.5677 2.2334 0.0 0.0 0.0 -0.0861
C 1.3545 -5.1239 1.0437 0.0 0.0 0.1 -0.0938
C 1.1685 -4.3157 -0.0700 0.0 0.0 0.0 -0.0801
C 1.4199 -2.9563 0.0124 0.0 0.0 0.1 -0.0941
P 2.1404 1.2916 -0.8200 -0.1 0.0 0.1 0.9173
C 3.5819 2.4492 -0.7258 -0.1 0.0 0.0 -0.3544
C 4.7560 2.2588 -1.4579 0.0 0.1 0.0 -0.0978
C 5.8162 3.1435 -1.3326 0.0 0.0 0.0 -0.0849
C 5.7166 4.2342 -0.4765 0.0 0.0 0.0 -0.0943
C 4.5605 4.4282 0.2635 0.0 0.0 0.0 -0.0909
C 3.5010 3.5372 0.1378 0.0 0.0 0.0 -0.1095
C 2.1953 0.9492 -2.6208 -0.1 0.1 0.0 -0.3590
C 2.2050 2.0218 -3.5149 0.0 0.0 0.0 -0.1171
C 2.0856 1.8100 -4.8788 0.0 0.0 0.0 -0.0970
C 1.9512 0.5175 -5.3714 0.0 0.0 0.0 -0.0983
C 1.9429 -0.5552 -4.4923 0.0 0.0 0.0 -0.0810
C 2.0548 -0.3391 -3.1246 0.1 0.0 0.0 -0.0805
H 3.8308 -0.2521 -0.1720 0.0 -0.1 -0.1 0.0635
H 4.6405 -1.8122 1.7414 0.0 0.0 0.0 0.1085
H 6.3928 -1.4314 3.4378 0.0 0.0 0.0 0.1019
H 6.0441 0.2382 5.2265 0.0 0.0 0.0 0.1000
H 3.9394 1.5296 5.3163 0.0 0.0 0.0 0.0995
H 2.1833 1.1504 3.6006 0.0 0.0 0.0 0.0907
H 2.4321 -2.7870 3.2392 0.0 0.0 0.0 0.0977
H 1.9261 -5.1945 3.1074 0.0 0.0 0.0 0.1004
H 1.1341 -6.1831 0.9934 0.0 0.0 0.0 0.0980
H 0.8019 -4.7445 -0.9944 0.0 0.0 0.0 0.1016
H 1.2032 -2.3045 -0.8241 0.0 0.0 -0.1 0.0803
H 4.8330 1.4188 -2.1394 0.0 0.0 0.0 0.1075
H 6.7210 2.9854 -1.9068 0.0 0.0 0.0 0.1013
H 6.5425 4.9293 -0.3888 0.0 0.0 0.0 0.0996
H 4.4832 5.2726 0.9373 0.0 0.0 0.0 0.0995
H 2.5955 3.6808 0.7192 0.0 0.0 0.0 0.0898
H 2.3198 3.0322 -3.1343 0.0 0.0 0.0 0.1055
H 2.0984 2.6517 -5.5611 0.0 0.0 0.0 0.1017
H 1.8482 0.3506 -6.4364 0.0 0.0 0.0 0.0981
H 1.8402 -1.5635 -4.8736 0.0 0.0 0.0 0.1013
H 2.0395 -1.1732 -2.4364 0.0 0.0 0.0 0.0762
C -1.3761 2.6853 -4.5738 0.1 0.0 0.1 -0.0371
N -0.8728 3.6361 -3.5922 0.0 0.0 -0.1 -0.1468
C -0.8792 5.0466 -3.9346 0.0 0.0 0.1 -0.0551
C -0.6264 3.1958 -2.3297 -0.1 -0.2 -0.1 -0.5232
C -0.1971 4.2324 -1.3172 0.0 -0.1 0.1 -0.0048
O -0.7498 2.0133 -2.0302 -0.2 0.4 -0.1 -0.0595
H -0.9798 2.9316 -5.5586 0.0 0.0 0.0 0.0836
H -2.4694 2.6942 -4.6100 0.0 0.0 0.0 0.0929
H -1.0448 1.6902 -4.2915 0.0 0.0 0.0 0.0844
H -1.0177 5.1419 -5.0087 0.0 0.0 0.0 0.0845
H 0.0647 5.5269 -3.6751 0.0 0.0 0.0 0.0835
H -1.6879 5.5909 -3.4381 0.0 0.0 0.0 0.0901
H -1.0126 4.9343 -1.1265 0.1 0.0 0.0 0.0874
H 0.6753 4.7964 -1.6519 0.0 0.0 0.0 0.0792
H 0.0521 3.7054 -0.3997 0.0 0.0 0.0 0.0503
```
Forces are in eV/Å.

=====

No. 2
ORCA calculation (the ωB97M-V functional and the def2-TZVPD basis) on a structure of composition C44H49AsN5O2P2PbS2Te.

Values from the calculation:
- E_LUMO (spin up / spin down) (eV) = -9.700 / -9.418
- frontier orbital gap (spin up / spin down) (Ha) = 0.202 / 0.212
- HOMO (spin up / spin down) (eV) = -15.21 / -15.19
- multiplicity = 1
- net charge = +3

```
107
Properties=species:S:1:pos:R:3:forces:R:3:lowdin_charge:R:1
Pb 0.0522 0.1175 -1.6995 0.1 -0.3 0.1 0.8661
Te -4.0810 -2.8840 1.3333 0.5 0.7 0.9 1.5398
C -4.4415 -1.8049 3.1859 0.0 -0.4 -0.5 -0.4744
C -5.5908 -1.1059 3.4891 -0.3 -0.1 0.1 -0.1057
C -5.6913 -0.5579 4.7692 -0.2 -0.3 -0.7 -0.1177
N -4.7449 -0.6877 5.6661 -0.2 0.5 1.1 0.0963
C -3.6780 -1.3984 5.3986 0.5 -0.4 -0.5 -0.1201
C -3.4730 -1.9980 4.1582 0.2 0.0 0.1 -0.1281
C -2.3127 -1.8496 0.9667 0.0 -0.7 -0.6 -0.8345
P -2.1633 -0.0969 0.4558 -1.2 0.6 0.5 0.8868
C -3.3187 0.7804 1.5676 0.3 0.0 -0.2 -0.3804
C -4.6814 0.9104 1.3146 0.1 0.1 0.0 -0.1177
C -5.4724 1.6414 2.1832 0.0 0.1 -0.1 -0.0677
C -4.9260 2.2074 3.3250 0.0 0.0 -0.2 -0.0522
C -3.5752 2.0564 3.5943 0.0 0.0 0.1 -0.0491
C -2.7703 1.3623 2.7091 0.0 -0.1 -0.1 -0.0955
C -3.1232 -0.1953 -1.1131 0.2 0.0 0.1 -0.4820
C -3.1754 -1.3399 -1.9063 0.0 0.0 0.1 -0.1659
C -3.8564 -1.3187 -3.1112 0.0 0.0 -0.1 -0.0538
C -4.4879 -0.1611 -3.5324 0.0 0.1 0.0 -0.0422
C -4.4073 0.9901 -2.7648 0.0 0.0 0.0 -0.0577
C -3.7142 0.9830 -1.5691 0.1 -0.1 0.0 -0.1754
P -0.8206 -2.6263 0.4556 -0.4 -0.6 1.3 0.9639
C -0.9555 -4.3195 1.1056 0.1 0.3 -0.5 -0.4092
C -0.2780 -4.7443 2.2438 0.0 0.0 0.0 -0.0678
C -0.5263 -6.0168 2.7312 0.1 0.0 0.1 -0.0407
C -1.4141 -6.8638 2.0840 -0.1 0.0 -0.1 -0.0346
C -2.0609 -6.4466 0.9314 -0.1 0.0 0.0 -0.0556
C -1.8316 -5.1741 0.4351 0.2 0.1 -0.1 -0.1754
C 0.4144 -1.7932 1.5105 0.0 0.0 -0.3 -0.4181
C 0.0629 -1.2272 2.7326 0.0 0.0 0.0 -0.1158
C 1.0474 -0.7220 3.5630 -0.1 0.0 0.1 -0.0522
C 2.3806 -0.7814 3.1860 0.0 0.0 0.0 -0.0465
C 2.7323 -1.3302 1.9621 0.0 0.1 0.1 -0.0493
C 1.7512 -1.8367 1.1285 -0.1 0.0 -0.1 -0.1038
H -6.3959 -0.9760 2.7840 0.0 0.0 -0.1 0.1117
H -6.5646 0.0029 5.0682 -0.2 0.1 -0.1 0.1276
H -2.9528 -1.5089 6.1926 0.1 0.0 0.1 0.1198
H -2.5950 -2.6055 3.9880 0.0 0.0 0.0 0.0858
H -5.1209 0.4529 0.4393 -0.1 0.0 0.0 0.1080
H -6.5202 1.7729 1.9611 -0.1 0.0 0.0 0.1245
H -5.5523 2.7694 3.9994 -0.1 0.1 0.1 0.1240
H -3.1506 2.4978 4.4829 0.0 0.0 0.1 0.1196
H -1.7098 1.2724 2.9052 0.1 0.0 0.0 0.0872
H -2.7109 -2.2630 -1.5796 0.0 0.0 -0.1 0.0541
H -3.9032 -2.2111 -3.7151 0.0 -0.1 -0.1 0.1172
H -5.0402 -0.1545 -4.4575 -0.1 0.0 -0.1 0.1195
H -4.8934 1.8964 -3.0881 -0.1 0.1 -0.1 0.1213
H -3.6389 1.8837 -0.9770 -0.1 0.1 0.0 0.1105
H 0.4210 -4.0912 2.7482 0.0 0.0 0.0 0.1071
H -0.0229 -6.3506 3.6236 0.1 -0.1 0.1 0.1199
H -1.5907 -7.8564 2.4690 0.0 -0.1 0.0 0.1235
H -2.7283 -7.1126 0.4090 -0.1 -0.1 0.0 0.1208
H -2.2865 -4.8561 -0.4984 -0.1 -0.1 0.0 0.0965
H -0.9761 -1.1948 3.0288 0.0 0.0 0.2 0.0812
H 0.7712 -0.3013 4.5195 0.0 0.0 0.1 0.1232
H 3.1373 -0.4168 3.8616 0.1 0.1 0.0 0.1210
H 3.7670 -1.3747 1.6566 0.1 0.0 0.0 0.1126
H 2.0157 -2.2760 0.1811 0.1 -0.1 -0.2 0.0723
C 5.5143 -0.9729 -2.2446 0.3 0.5 0.0 -0.0180
N 4.4355 -1.9114 -2.1411 -0.5 -0.4 -0.1 -0.1445
C 4.6744 -3.2640 -1.6633 0.1 -0.5 0.2 -0.0806
C 3.3161 -3.9508 -1.8697 0.1 -0.4 0.1 -0.1018
N 2.4278 -2.8087 -2.0806 0.0 0.0 0.0 0.0113
C 3.1511 -1.7006 -2.3539 -0.2 0.1 0.1 -0.7514
S 2.5161 -0.2091 -2.8575 0.2 0.3 -0.6 0.6071
H 5.8035 -0.6053 -1.2596 0.0 0.0 0.1 0.1061
H 5.2107 -0.1310 -2.8582 0.0 0.0 0.0 0.0701
H 6.3717 -1.4652 -2.6982 0.0 0.0 0.0 0.1100
H 4.9681 -3.2368 -0.6085 0.0 0.0 -0.1 0.1347
H 5.4812 -3.7301 -2.2293 -0.1 0.0 0.0 0.1399
H 2.9981 -4.5233 -0.9977 0.1 0.0 -0.1 0.1230
H 3.3173 -4.6122 -2.7411 0.0 0.1 0.1 0.1351
H 1.5041 -2.9540 -2.4596 0.2 0.2 -0.1 0.1356
C 1.0740 5.0437 -3.1859 0.0 -0.1 -0.1 -0.2107
As 0.2323 3.5483 -4.0896 -0.1 0.3 -0.1 0.8120
C 1.5176 2.5958 -5.1907 -0.1 0.0 0.2 -0.2232
C -1.0798 4.3076 -5.2922 0.1 -0.1 0.0 -0.2375
S -0.9387 2.3066 -2.7402 0.2 0.3 -0.3 0.1213
H 1.2854 5.7981 -3.9452 0.0 0.0 0.0 0.0564
H 2.0118 4.7525 -2.7088 -0.1 -0.1 -0.1 0.0039
H 0.3876 5.4623 -2.4476 -0.1 -0.2 -0.1 0.0541
H 1.8087 3.2641 -6.0010 0.0 0.0 0.0 0.0557
H 1.0553 1.7020 -5.6126 -0.1 0.1 0.1 0.0498
H 2.4025 2.3185 -4.6190 -0.1 0.1 0.1 0.0182
H -0.5705 5.0379 -5.9232 0.0 0.0 0.0 0.0540
H -1.8716 4.8035 -4.7284 0.2 -0.1 0.1 0.0505
H -1.5244 3.5306 -5.9156 0.1 0.0 0.1 0.0513
O 7.3571 3.4509 -0.8148 0.1 -0.3 0.0 -0.0219
C 6.4962 4.5567 -0.8122 -0.1 0.5 -0.2 -0.2308
N 5.2868 4.1169 -0.1561 0.4 0.0 0.1 0.1114
C 4.1394 3.8923 -0.8104 -0.3 -0.1 0.4 -0.4349
O 3.8950 4.2185 -1.9566 0.2 0.0 -0.3 0.0596
C 3.0803 3.1725 -0.0154 -0.2 -0.1 0.0 -0.0793
C 2.8070 3.3554 1.3353 -0.1 -0.1 -0.3 0.0358
C 1.7554 2.6399 1.8908 0.1 0.0 -0.1 -0.0069
C 1.0531 1.7444 1.1033 -0.1 0.1 0.4 -0.1302
N 1.3204 1.5628 -0.1878 0.0 0.0 -0.1 -0.0809
C 2.2926 2.2837 -0.7306 0.3 0.3 -0.2 -0.1292
H 8.2353 3.7188 -1.1049 0.0 0.1 0.0 0.1050
H 6.2340 4.8775 -1.8280 0.0 0.0 0.3 0.1339
H 6.9191 5.3987 -0.2477 0.0 -0.2 -0.1 0.1408
H 5.4451 3.6832 0.7434 -0.2 0.0 -0.1 0.1515
H 3.3752 4.0622 1.9213 0.0 0.1 0.1 0.1337
H 1.4754 2.7851 2.9215 0.0 -0.1 0.1 0.1223
H 0.2387 1.1605 1.5065 0.0 0.0 0.0 0.0621
H 2.4858 2.1563 -1.7872 0.0 0.0 0.0 0.0533
```
Forces are in eV/Å.

=====

The energy relative to the best compared isomer or geometry (same formula, charge and spin) results, record by record, are as follows: 98.0 195.2 kJ/mol.
The DFT total energy results, record by record, are as follows: -99257.212 -171573.512 eV.